1.
A molecular structure, C43H42MnN5O4Si. Source: the Open Molecules 2025 dataset; level of theory: the ωB97M-V functional and the def2-TZVPD basis.

Atoms and positions in Å:
C (2.224253, -0.093223, -2.505794)
H (0.852655, 3.057172, 4.382825)
H (-0.435321, 1.990554, 6.218360)
C (0.879615, 1.284163, 3.173090)
H (1.429015, -4.583148, -3.666415)
H (3.845095, 2.261830, 0.173569)
H (5.699673, -0.196596, 2.862986)
H (-6.449080, 1.533348, 0.070035)
H (-0.757307, -4.492917, -2.417404)
C (-2.786963, -0.491390, 2.077547)
C (5.606871, -1.454824, 1.127513)
C (-3.961964, -0.140302, -1.542391)
C (-0.168470, 1.424132, 5.334167)
C (5.054649, -0.689397, 2.144053)
C (-5.138128, 0.567744, -1.338319)
H (-4.231045, -0.079165, -3.665736)
C (1.031071, 1.839087, -4.461083)
O (-1.193507, 1.284795, -2.156859)
O (-2.686067, 2.890163, -2.367737)
C (0.547208, 2.019378, 4.304621)
H (-5.753440, 0.811817, -2.197587)
C (0.423684, -2.809509, 1.934351)
C (1.048383, -4.839076, 3.137357)
H (-0.475844, -1.676885, 4.021708)
Si (0.898669, -1.027902, 1.369033)
H (2.307322, 1.472571, 0.408289)
H (1.299696, 4.507493, -4.489852)
H (2.291212, -3.120447, 2.961329)
C (-3.550883, -0.069833, 0.848368)
C (-1.795638, 2.202900, -1.648618)
C (2.267224, 3.032771, -1.060468)
C (-5.527921, 0.980116, -0.070059)
H (-2.743370, 4.706900, -1.349727)
H (-0.374286, -6.454104, 3.106681)
H (-1.999198, -5.194233, 1.715736)
C (-3.562629, -0.535162, -2.934163)
C (2.768386, 2.443503, 0.227614)
C (-0.155951, -5.440202, 2.792178)
C (-3.415666, 3.955695, -1.767823)
H (-5.040854, 0.925921, 2.017327)
H (2.702134, 5.047161, -0.484994)
H (1.453415, 1.773374, 2.395816)
C (-3.132499, -0.444853, -0.437169)
H (-1.532646, -2.912607, 1.032103)
C (1.562477, 4.098153, -3.519964)
H (6.681915, -1.558549, 1.041972)
C (-1.760865, -2.244852, -1.133447)
C (1.790337, 2.185578, -2.068970)
C (-4.734420, 0.649257, 1.013090)
C (2.340529, 4.404393, -1.281442)
H (5.181465, -2.683127, -0.583580)
C (3.391380, -1.939704, 0.329995)
C (3.674455, -0.553070, 2.247093)
C (1.334914, -3.555941, 2.696784)
C (4.766156, -2.084697, 0.218805)
H (1.887671, 1.305934, -4.879944)
C (-0.180708, -0.635587, 4.081647)
C (-0.069079, -3.659423, -2.433597)
H (-2.307387, 3.097698, 0.129801)
N (0.415239, -1.454192, -1.743160)
N (1.552525, 0.825695, -1.792159)
H (-3.996097, 4.401240, -2.569822)
H (-1.286010, 1.312495, 1.127751)
N (-0.740854, 1.778334, 0.406325)
O (3.217426, 0.058966, -3.221563)
C (-0.786040, -3.432060, 1.620379)
H (2.041268, 6.014912, -2.671759)
O (-2.635640, -3.114571, -1.169527)
C (0.528697, -0.063158, 3.017765)
H (-4.100323, 3.570959, -1.007356)
C (-0.528514, 0.089410, 5.215626)
C (1.137990, -3.690632, -3.126278)
C (-1.070789, -4.731793, 2.030177)
H (3.268535, 0.045232, 3.055493)
H (2.589322, 3.112968, 1.072804)
C (1.467391, 2.724710, -3.329079)
C (-0.408614, -2.503463, -1.757373)
C (1.542571, -1.442562, -2.450361)
H (2.754715, -2.452693, -0.385189)
H (2.865932, -2.511633, -3.725089)
H (-3.326525, -1.273581, 2.617019)
Mn (-0.062553, 0.097823, -0.684666)
C (2.807606, -1.170485, 1.342327)
N (-1.853993, -0.994389, -0.645455)
H (-2.651958, 0.335051, 2.783224)
H (0.317827, 1.093766, -4.112675)
C (1.945082, -2.560805, -3.160595)
H (-1.810539, -0.900757, 1.826443)
H (-1.081316, -0.394867, 6.012722)
C (1.979911, 4.946279, -2.503677)
N (-1.570422, 2.622394, -0.365392)
H (0.560957, 2.429603, -5.248909)
H (-3.601970, -1.619111, -3.051452)
H (-0.028986, 2.343760, 0.857929)
H (1.769079, -5.372225, 3.746915)
H (-2.541319, -0.213502, -3.144063)

Forces on the atoms, in the same order (eV/Å):
0.0 0.0 0.1
0.0 0.0 0.0
0.0 0.0 0.0
0.0 0.0 0.0
0.0 0.0 0.0
0.0 0.0 0.0
0.0 0.0 0.0
0.0 0.0 0.0
0.0 0.0 0.0
0.1 0.1 0.0
0.0 0.0 0.0
0.1 0.0 0.0
0.0 0.0 0.0
0.0 0.0 0.0
0.0 0.0 0.0
0.0 0.0 0.0
0.0 0.0 0.0
0.1 0.0 0.0
0.0 0.0 0.0
0.0 0.0 0.0
0.0 0.0 0.0
0.2 -0.1 -0.2
0.0 0.0 0.0
0.0 0.0 0.0
0.0 0.2 -0.1
0.0 0.0 0.1
0.0 0.0 0.0
0.0 0.0 0.0
0.0 -0.1 0.1
0.0 0.0 0.0
0.0 0.0 0.1
0.0 0.0 0.0
0.0 0.0 0.0
0.0 0.0 0.0
0.0 0.0 0.1
0.0 -0.1 0.0
0.0 0.0 0.0
0.0 0.0 0.0
0.0 0.0 0.0
0.0 0.0 0.0
0.0 0.0 0.0
0.0 0.0 0.0
-0.1 0.1 0.1
0.1 -0.1 0.1
0.0 0.0 0.0
0.0 0.0 0.0
0.0 0.2 -0.1
0.0 0.0 0.0
0.0 0.0 0.0
0.0 0.0 0.0
0.0 0.0 0.0
0.0 -0.1 0.0
0.0 0.0 0.0
-0.1 0.0 0.0
0.0 0.0 0.0
0.0 0.0 0.0
0.0 0.0 0.0
0.1 -0.1 0.0
0.0 0.0 0.0
-0.1 0.0 0.1
0.1 -0.3 0.1
0.0 0.0 0.0
-0.1 0.0 0.1
0.0 -0.1 0.0
0.0 0.0 0.0
-0.1 0.0 0.0
0.0 0.0 0.0
-0.1 0.0 -0.1
0.0 -0.1 0.0
0.0 0.0 0.0
0.0 0.0 0.0
0.0 0.0 0.0
0.0 0.0 -0.1
0.0 0.0 0.0
0.0 0.0 0.0
0.0 0.0 0.0
-0.1 0.0 0.0
0.0 0.0 0.0
0.0 0.0 0.0
0.0 0.0 0.0
0.0 0.0 0.0
-0.3 0.0 -0.3
0.0 0.1 0.1
0.2 -0.2 -0.1
0.0 0.0 0.0
0.0 0.0 0.0
0.0 0.0 0.0
-0.1 0.1 0.0
0.0 0.0 0.0
0.0 0.0 0.0
-0.1 0.0 0.1
0.0 0.0 0.0
0.0 0.0 0.0
0.0 0.0 -0.1
0.0 0.0 0.0
-0.1 -0.1 0.0

Properties
* <S²>: 0.802
* charge: -1
* orbital gap (alpha / beta): 6.72 / 6.08 eV
* LUMO level (alpha / beta): 0.078 / 0.078 hartree
* multiplicity: 2

=====

2.
A gas-phase ion, C5H8N3O (charge +1). Source: the Open Molecules 2025 dataset; level of theory: the ωB97M-V functional and the def2-TZVPD basis.

Atoms and positions in Å:
H (0.410496, -2.439050, 0.906638)
C (0.363284, 0.178889, 0.228455)
H (3.425276, 1.645531, 0.077553)
N (-0.914038, 1.734484, -0.054766)
C (-1.984389, 1.050750, -0.120050)
H (1.902814, 2.255667, 0.006215)
H (-0.605603, 2.689485, -0.045818)
O (2.396771, -0.817023, -0.155734)
H (-2.654059, -1.024912, -0.081588)
N (2.385462, 1.458843, 0.256209)
C (-0.282207, -2.217486, 0.069529)
H (0.313412, -2.551898, -0.974715)
H (-3.025868, 1.587225, -0.422757)
C (1.865572, 0.239133, 0.003997)
H (-1.189241, -2.730543, 0.130908)
N (-0.537498, -0.750893, 0.137822)
C (-1.870187, -0.308203, 0.038104)

Forces on the atoms, in the same order (eV/Å):
-0.6 -0.1 -0.6
-2.7 3.0 -1.2
-2.0 -1.0 0.4
5.6 -3.4 0.9
-4.2 0.9 -1.0
-1.7 1.7 -0.3
-0.6 0.2 0.0
0.5 -0.5 -0.3
-0.1 -0.2 0.1
3.8 -0.8 -0.5
4.0 -0.2 -1.8
-1.7 1.3 2.8
2.5 -1.4 1.1
-1.0 0.5 1.2
-1.3 -0.6 0.2
-1.1 1.2 -0.5
0.7 -0.5 -0.5

Properties
* charge: +1
* orbital gap (alpha / beta): 8.33 / 8.33 eV
* LUMO level (alpha / beta): -0.184 / -0.184 hartree
* multiplicity: 1

=====

3.
A molecular structure, C24H30DyF3N4Sb. Source: the Open Molecules 2025 dataset; level of theory: the ωB97M-V functional and the def2-TZVPD basis.

Atoms and positions in Å:
C (-1.053136, 2.787870, 2.373002)
C (-0.621421, -0.019345, -3.657304)
C (-1.388452, -0.462552, -1.400596)
H (-3.270906, 1.819367, 0.184437)
H (-3.123458, -4.854425, -0.914381)
C (2.271622, -3.564128, -1.060816)
H (2.430398, 2.083190, -1.271365)
H (2.151492, 1.264154, 0.014523)
C (-3.175557, -4.758432, 1.280593)
H (-2.851981, 1.790023, 2.839387)
H (-2.906523, -4.684114, 3.384588)
H (1.919665, 4.236351, -0.248145)
Sb (0.578306, -1.719946, 0.831712)
H (1.563997, -3.269029, -1.857967)
C (3.296779, -4.428049, -1.433049)
C (-1.362153, -3.571650, 2.310293)
H (-1.057945, 5.931242, -0.910076)
C (4.223520, -4.760715, -0.434694)
C (-0.030650, -0.754110, -1.049352)
H (-1.585532, 4.272648, -2.157955)
N (-2.431012, 1.571718, 0.729577)
C (-0.883274, -3.196192, 1.011672)
N (-0.674064, 4.056421, -1.692374)
H (-2.213500, -0.729442, -0.770016)
H (-1.979389, 4.539992, 0.896600)
H (1.444306, -0.211257, -4.158057)
C (1.144181, 3.307245, 1.579752)
C (3.127219, -3.329302, 1.140307)
H (-0.485561, 5.413293, 1.451927)
H (-0.499165, 1.919964, 2.715226)
C (-2.656340, -4.522818, 0.018710)
C (-2.481029, -4.360747, 2.455264)
F (-1.007124, 0.086982, -4.959677)
H (4.953048, -4.439604, 1.597057)
H (3.074669, -2.915138, 2.113370)
Dy (-0.556648, 1.836152, -0.846089)
H (0.029736, 4.093485, -2.430945)
F (-4.324251, -5.433928, 1.458305)
C (-0.459484, 5.056399, -0.649602)
H (-1.145349, 3.537924, 3.159347)
C (-0.870843, 4.631739, 0.757992)
C (-1.658075, 0.109990, -2.693939)
H (-2.494353, 0.546012, 0.937790)
H (0.574946, 5.443335, -0.636849)
N (1.812967, 2.108686, -0.463493)
N (-0.300054, 3.310988, 1.192650)
H (-3.086280, 3.254990, 1.920161)
F (5.291119, -5.470581, -0.824322)
H (-2.635995, 0.579499, -2.938516)
C (-1.551752, -3.675013, -0.062548)
H (1.311461, 2.419055, 2.191577)
H (-0.789815, -3.223148, 3.178884)
C (-2.446804, 2.344392, 2.010520)
C (2.184162, -2.972869, 0.155092)
C (1.014454, -0.551542, -2.001939)
C (0.709385, -0.312765, -3.334976)
H (3.114878, 3.359708, 0.703753)
H (-1.143656, -3.371552, -1.029374)
H (3.316675, -4.808179, -2.471846)
C (2.072227, 3.331973, 0.367307)
H (2.059419, -0.607709, -1.764551)
H (1.345900, 4.128457, 2.301103)
C (4.185003, -4.194965, 0.862344)

Forces on the atoms, in the same order (eV/Å):
-0.1 -0.2 -0.5
-1.8 0.1 -1.2
1.6 -0.3 -1.9
0.1 -0.5 0.5
0.0 -0.1 0.6
-0.5 0.1 -2.5
0.0 0.5 -0.3
-0.2 0.3 0.5
0.3 -0.4 0.7
-0.3 -0.4 0.2
0.1 0.1 0.5
0.2 -0.7 0.3
0.8 0.0 0.6
0.3 -0.4 0.4
-0.2 -0.2 0.5
0.9 0.6 -0.2
0.1 0.1 0.2
0.6 0.8 -0.6
-0.5 -0.9 -0.3
1.0 -0.2 0.2
-0.4 -0.7 -0.2
-1.0 0.2 2.2
-1.1 -0.8 -1.2
-0.3 0.0 0.4
1.0 0.3 -0.4
-0.3 -0.4 0.7
0.0 0.9 0.2
0.4 -0.3 -0.8
-0.5 -0.3 -0.3
0.1 0.0 0.3
-0.5 0.4 -0.3
-0.5 0.0 -1.5
1.0 0.3 1.9
-0.3 0.1 -0.2
0.0 0.4 0.9
0.7 0.4 1.2
-0.1 0.5 0.0
0.8 0.4 -0.4
0.2 1.7 0.7
0.3 0.0 0.2
0.2 -0.2 0.8
0.3 -0.4 0.5
-0.2 1.2 -0.2
-0.5 -0.4 -0.2
0.2 -0.3 0.1
0.0 -0.5 -0.2
0.2 -0.9 -0.2
-0.5 0.0 0.6
0.6 -0.9 -0.2
0.1 -0.3 -1.7
0.1 -0.2 -0.3
-0.5 -0.2 -0.1
-0.3 1.4 -0.3
0.3 0.4 1.8
-1.2 0.4 -0.3
-0.2 1.0 -0.8
-0.2 0.0 0.0
-0.5 -0.4 -0.2
0.3 0.1 0.9
0.3 0.2 0.4
0.3 -0.5 0.5
0.0 -0.1 -0.6
-0.6 -0.5 -1.0

Properties
* <S²>: 9.334
* charge: +3
* orbital gap (alpha / beta): 5.44 / 5.50 eV
* LUMO level (alpha / beta): -0.383 / -0.381 hartree
* multiplicity: 6

=====

4.
A gas-phase ion, CH4N3O (charge +1). Source: the Open Molecules 2025 dataset; level of theory: the ωB97M-V functional and the def2-TZVPD basis.

Atoms and positions in Å:
N (0.784211, -0.112711, -0.027730)
H (-2.437741, 0.349011, 0.172673)
O (3.024277, -0.324013, -0.049354)
H (-0.460757, 1.607388, -0.021959)
H (-1.798864, -1.254548, -0.040342)
H (0.965928, -1.127791, 0.314053)
N (-1.587683, -0.168258, -0.090513)
C (-0.419016, 0.439064, -0.168806)
N (1.929645, 0.591859, -0.088023)

Forces on the atoms, in the same order (eV/Å):
0.5 -3.3 0.7
0.7 0.2 -0.6
-7.4 5.8 0.0
0.3 -2.3 -1.0
1.2 2.8 -0.3
-0.6 1.7 -1.2
-0.2 -2.6 0.4
-1.3 2.6 2.2
6.8 -4.8 -0.3

Properties
* charge: +1
* orbital gap: 9.04 eV
* SMILES: N/C=[NH+]/N=O
* LUMO level: -0.251 hartree
* multiplicity: 1

=====

5.
A molecular structure, C8H12AsCaF12N3O13. Source: the Open Molecules 2025 dataset; level of theory: the ωB97M-V functional and the def2-TZVPD basis.

Atoms and positions in Å:
O (12.801655, -34.755632, -0.153671)
C (12.073386, -35.428565, -1.205135)
O (18.509616, -33.786967, 5.186219)
H (10.021217, -35.911492, -1.764921)
Ca (17.381776, -30.426395, 3.210715)
H (13.874118, -33.566025, -1.348889)
C (18.435933, -26.616330, 7.433175)
O (23.285667, -30.566074, 1.419451)
F (17.635288, -27.492053, 8.148233)
O (14.385974, -30.552315, 5.932327)
O (19.434109, -28.712245, 6.446955)
C (21.790548, -29.462225, 6.845825)
O (12.469564, -29.709400, 6.478353)
C (20.402565, -29.241331, 7.424206)
As (17.097097, -27.590695, -2.050887)
N (18.819097, -34.834268, 5.701969)
F (16.293535, -34.860973, -1.282736)
C (19.325118, -27.264766, 6.263568)
N (22.249310, -31.155791, 1.326919)
N (13.450987, -29.812255, 5.754050)
F (17.077719, -28.488826, -0.508591)
F (19.255449, -26.264447, 8.430587)
C (14.061535, -34.196146, -0.479454)
H (10.318425, -35.757894, 0.047693)
F (15.333270, -27.880029, -2.102798)
H (12.196657, -34.972377, -2.187380)
H (20.265837, -26.718187, 6.197195)
O (18.069802, -35.779448, 5.923131)
F (14.731754, -35.850454, -2.214499)
O (22.297846, -32.316406, 0.897018)
O (20.003392, -35.107372, 5.862353)
F (17.296494, -29.139048, -2.935923)
H (22.285490, -28.556988, 6.494144)
F (17.022926, -26.736440, -3.649477)
F (16.720036, -26.096874, -1.131543)
F (14.977989, -36.391875, -0.250573)
H (21.771832, -30.345206, 6.206999)
F (17.712785, -25.597321, 7.128089)
O (18.632951, -27.277043, 5.001315)
H (22.465285, -29.782935, 7.639543)
C (10.593962, -35.449463, -0.960806)
F (18.882199, -27.299681, -2.029298)
H (20.049626, -30.199361, 7.805941)
C (15.019051, -35.279580, -1.034481)
O (14.426703, -33.459897, 0.625066)
O (13.508664, -29.051010, 4.783691)
H (20.426596, -28.607439, 8.310610)
O (21.164046, -30.691182, 1.675752)
H (10.293923, -34.402728, -1.010206)
H (12.332443, -36.475686, -1.361790)

Forces on the atoms, in the same order (eV/Å):
-2.1 -2.1 -1.2
0.5 -0.3 0.2
-1.8 2.8 -0.7
0.2 -0.6 0.1
0.3 0.4 0.8
0.0 0.5 -0.9
0.9 -3.4 0.7
2.7 2.9 0.6
-0.3 -0.1 -1.4
2.0 -2.6 1.3
1.7 -0.2 2.1
0.1 -0.3 0.8
-1.0 -0.9 1.7
-0.6 0.8 -0.4
-0.7 -0.5 -0.4
1.8 -3.0 -0.7
-0.5 0.0 1.3
-4.1 -2.1 -4.3
-1.0 -2.7 -0.4
-0.7 2.3 -1.4
0.6 0.6 -0.8
1.7 1.4 0.9
0.6 3.1 2.3
0.0 -0.5 -0.1
1.1 0.4 -0.3
0.5 0.4 -0.1
0.4 -0.1 0.4
-3.1 -0.3 0.5
-1.4 0.3 -1.8
-0.5 -1.4 -0.7
2.9 0.8 0.8
0.2 1.4 0.8
-0.4 -0.2 -0.8
0.0 -0.5 1.6
0.8 -1.0 -1.0
1.0 0.4 0.9
0.1 0.6 -0.7
-0.9 1.5 -0.8
1.2 1.1 2.7
-0.1 -0.1 0.5
-0.5 1.8 0.6
-2.1 -0.3 0.2
-0.4 -0.1 -0.4
0.9 -1.1 0.8
0.5 -1.9 -2.5
0.1 1.1 -1.9
0.1 0.4 0.0
-1.5 1.3 0.6
-0.3 0.3 0.2
0.9 -0.2 0.3

Properties
* charge: -4
* orbital gap: 4.52 eV
* LUMO level: 0.197 hartree
* multiplicity: 1

=====

6.
2 unconnected molecules or ions with the total composition C5H16N2O. Source: the Open Molecules 2025 dataset; level of theory: the ωB97M-V functional and the def2-TZVPD basis.

Atoms and positions in Å:
H (-1.473372, 1.763605, -1.563818)
H (-0.032221, 3.461504, -0.681494)
H (-0.858716, -1.874147, 1.850707)
H (1.073551, -2.658806, -0.437393)
H (-1.686394, -1.077291, 0.309563)
H (-1.592551, -2.270130, -0.966383)
C (-1.140830, 0.977638, -0.885611)
H (1.172972, -1.041465, 0.223952)
H (-0.525881, -3.313900, 1.279679)
C (-0.924864, -1.467870, -0.507873)
C (-0.453796, 3.049414, 0.178546)
H (0.965780, 1.412385, 0.144426)
C (-0.119963, 1.499235, 0.227254)
C (0.418373, -1.856641, 0.152398)
H (-2.173743, 0.947180, -0.329210)
H (-1.433309, 3.242218, -0.055572)
H (-0.206834, 1.139970, 1.247990)
O (3.262027, -0.446644, 0.334778)
N (-0.075204, -2.439669, 1.424336)
H (-0.142658, 3.618792, 1.087395)
H (0.195277, -0.385485, -1.801799)
H (2.906971, -1.240130, 0.805644)
N (-0.832315, -0.345611, -1.511357)
H (3.677701, -0.694158, -0.526163)

Forces on the atoms, in the same order (eV/Å):
1.2 -0.1 -0.7
1.6 0.7 -1.3
1.5 -0.4 -0.8
-1.7 1.4 1.1
1.7 -0.5 -1.3
1.5 0.3 0.4
-0.4 -1.6 2.3
-1.2 -0.2 0.4
0.0 -1.0 -0.5
-2.0 1.8 -0.5
2.2 -1.3 2.4
-0.1 -0.4 -1.2
-1.0 2.5 -0.8
-0.9 -1.8 -0.6
1.7 -0.7 -0.6
-3.0 0.2 0.3
-1.0 -0.5 0.0
-0.3 0.3 0.3
0.4 1.0 1.7
-0.2 -0.4 -0.7
-1.9 0.6 0.3
0.8 0.2 -0.8
1.1 0.2 0.3
-0.2 -0.5 0.5

Properties
* <S²>: 0.750
* charge: -1
* orbital gap (alpha / beta): 2.37 / 8.73 eV
* LUMO level (alpha / beta): 0.126 / 0.124 hartree
* multiplicity: 2

=====

Across the entries above, max |F| takes the values 0.4, 6.6, 2.5, 9.4, 6.3, 3.5 eV Å⁻¹, respectively.